The following is a DFT calculation (the ωB97M-V functional and the def2-TZVPD basis) of a cluster of 4 separate species, C23H37NO19S4 in total.

Structure (XYZ):
```
84
Properties=species:S:1:pos:R:3:forces:R:3
C -2.91227 -0.63974 0.53796 -0.2 -0.5 0.4
C -2.67776 -2.06577 0.98707 -0.2 0.1 -0.2
C -3.75507 -2.71600 1.59506 0.0 -0.5 0.2
C -3.69606 -4.04101 2.02285 1.0 0.5 -0.5
C -2.49524 -4.70729 1.81539 -0.3 -0.2 0.1
C -1.41185 -4.07878 1.21564 -0.4 -0.2 0.2
C -1.47028 -2.74944 0.78775 -0.1 -0.4 0.2
C -0.19858 -2.23572 0.12637 -0.4 -0.2 0.7
C 0.37486 -0.88750 0.56890 1.6 1.0 -1.3
N 0.01973 0.27732 -0.25917 -0.5 -0.6 0.7
C 0.29039 -0.62690 2.05589 0.0 -1.3 -1.2
O -0.33082 0.16921 2.65670 -0.7 0.8 0.8
O 1.17976 -1.50573 2.62141 0.2 0.5 0.8
C 2.41007 -1.33576 1.89704 0.5 -0.4 0.5
C 3.30548 -0.35750 2.67751 -0.4 0.6 0.1
C 3.28352 1.09308 2.18019 0.7 0.0 0.0
C 3.55415 2.13889 3.27738 -0.6 -0.3 -0.3
O 2.40423 2.94484 3.50367 0.1 0.0 0.2
S 3.19838 -2.98834 2.05806 0.7 -1.1 -0.5
C 3.28185 -3.27937 3.80781 -0.9 0.4 0.0
O 2.35143 -4.00678 1.49315 -0.6 0.2 0.1
O 4.54681 -2.94695 1.55686 0.2 0.5 0.1
C 1.96598 -0.91952 0.49103 -0.3 -0.5 -0.8
C 2.48608 -1.69147 -0.70142 -0.4 -0.7 0.1
O 3.87403 -1.46717 -0.77897 0.1 0.4 0.0
O 4.38623 -2.51662 -1.59136 0.1 -0.1 -0.6
H -2.39542 0.04310 1.20624 0.2 0.2 -0.2
H -3.97226 -0.42609 0.63196 -0.1 0.1 -0.1
H -2.62886 -0.49206 -0.49850 0.1 0.2 -0.1
H -4.68576 -2.19404 1.71963 -0.1 0.3 0.0
H -4.52796 -4.56064 2.46936 -0.2 0.1 0.1
H -2.43112 -5.74164 2.12373 0.2 -0.1 0.0
H -0.51791 -4.67188 1.07623 0.2 0.2 0.0
H -0.28247 -2.27960 -0.95883 0.0 0.3 -0.2
H 0.55134 -2.97554 0.38628 0.0 -0.2 0.0
H -0.51403 0.91392 0.32447 -0.1 0.3 -0.3
H -0.58235 -0.02590 -1.01160 -0.1 0.2 0.0
H 4.33606 -0.69520 2.71918 0.1 -0.2 -0.2
H 2.94313 -0.37341 3.70588 -0.1 -0.1 0.1
H 2.35466 1.36309 1.68526 -0.2 0.1 0.1
H 4.07468 1.18209 1.43407 -0.1 0.0 -0.2
H 4.33002 2.82269 2.95534 0.2 0.1 0.1
H 3.86372 1.63568 4.19518 0.2 0.1 0.1
H 1.72745 2.39638 3.91373 -0.1 0.0 0.0
H 3.71199 -4.26376 3.94254 0.3 -0.1 -0.2
H 2.25695 -3.29738 4.17078 -0.1 0.0 0.1
H 3.83340 -2.50016 4.31802 0.3 0.0 0.0
H 2.20619 0.09837 0.21213 0.3 0.2 0.6
H 1.95679 -1.33700 -1.59027 0.1 0.2 -0.1
H 2.30238 -2.75874 -0.62584 0.1 -0.1 0.1
H 5.19690 -2.76862 -1.12910 -0.1 0.1 0.4
C 3.16877 3.25295 -0.91975 0.3 0.3 -0.2
C 2.81282 4.32983 0.08495 0.0 -0.3 0.4
O 1.64410 4.95359 -0.47396 0.1 0.0 -0.4
S 0.77812 3.86294 -1.25733 0.5 -0.1 0.4
O -0.26016 3.40289 -0.41135 -0.3 -0.1 -0.2
O 0.51210 4.36029 -2.56108 -0.2 0.1 0.0
O 1.90172 2.73336 -1.34799 -0.1 0.1 0.2
H 3.68489 3.66686 -1.78848 0.0 0.0 0.0
H 3.76801 2.45551 -0.48833 -0.2 -0.1 0.0
H 3.60195 5.06517 0.21192 -0.1 0.2 -0.1
H 2.54637 3.90686 1.05732 0.0 0.0 0.0
C -8.32775 -4.05723 -1.35046 0.1 0.3 -0.2
C -7.03213 -4.81364 -1.55223 -0.2 -0.4 0.0
O -6.21970 -4.42209 -0.43820 -0.1 0.3 0.0
S -7.14237 -4.16154 0.84199 -0.3 -0.2 -0.5
O -7.14248 -5.32081 1.65690 0.0 0.1 0.2
O -6.85085 -2.87932 1.36476 0.1 0.1 0.2
O -8.54273 -4.09319 0.06599 0.1 -0.3 0.0
H -8.23705 -3.01432 -1.66043 0.0 0.0 0.0
H -9.16640 -4.51808 -1.86475 -0.1 -0.1 0.2
H -6.53451 -4.55847 -2.48324 0.2 0.1 0.1
H -7.18655 -5.89357 -1.50388 0.0 0.0 0.0
C 1.41026 6.69072 -4.37851 -0.1 0.2 0.4
C 0.13149 6.40280 -5.13041 0.1 -0.4 -0.1
O -0.00091 7.51366 -6.03242 0.1 0.2 0.2
S 1.44808 8.01530 -6.49134 -0.1 -0.2 0.3
O 1.76661 7.44238 -7.74838 0.1 0.1 -0.1
O 1.52542 9.41294 -6.27250 0.0 0.1 -0.1
O 2.29158 7.25148 -5.36546 -0.2 -0.1 -0.2
H 1.25513 7.43386 -3.59366 0.0 0.0 0.0
H 1.84780 5.79670 -3.95096 0.2 0.0 -0.1
H -0.73425 6.34214 -4.47894 -0.1 0.2 -0.1
H 0.21007 5.48640 -5.71846 0.0 0.0 0.0
```
Positions in Å, forces in eV/Å.

HOMO	-8.9	eV
LUMO energy	0.24	eV
Kohn-Sham gap	9.2	eV
charge	0

The following is a DFT calculation (the ωB97M-V functional and the def2-TZVPD basis) of a structure of composition C23H37O2Tb.

Structure (XYZ):
```
63
Properties=species:S:1:pos:R:3:forces:R:3
O -0.09765 -1.37813 -2.37074 -1.9 -2.1 -0.5
C -1.26832 -2.23359 -2.03909 -0.6 -0.2 0.7
C -1.23051 -3.09079 -3.29978 0.4 0.1 0.2
H -2.16091 -1.59078 -1.90675 0.4 -0.5 0.2
H -1.09517 -2.93131 -1.19678 -0.2 0.9 -0.2
C -0.02439 -2.18950 -3.62182 0.6 -0.2 -1.1
H -2.13107 -3.05196 -3.93757 0.7 0.2 0.1
H -0.94139 -4.14345 -3.15933 -0.2 0.4 0.2
C -0.29792 -1.43357 -4.90081 0.2 0.4 -0.4
H -1.37497 -1.27627 -5.06052 0.4 0.5 0.3
H 0.00631 -2.04287 -5.76039 0.1 -0.1 0.2
H 0.30959 -0.52338 -4.95800 -0.4 0.1 0.0
C 1.34339 -2.83101 -3.62374 0.2 -0.2 -0.4
H 1.45506 -3.58913 -2.84682 0.0 0.3 0.2
H 2.09809 -2.04353 -3.53349 -0.1 -0.1 0.3
H 1.56542 -3.33456 -4.56175 -0.2 -0.1 -0.2
Tb 1.07168 0.72723 -0.01116 -0.1 -1.7 4.8
C 3.15725 1.95891 1.58834 0.1 -0.9 0.2
C 2.16763 1.85236 2.57868 0.1 -1.0 -0.3
C 1.94599 0.46640 2.83498 0.3 0.0 -0.2
H 1.72554 2.68173 3.10362 -0.2 -0.1 -0.2
C 2.85273 -0.29112 2.04831 0.1 0.2 -0.1
C 3.59780 0.64203 1.25259 -0.1 -0.5 0.0
H 4.47578 0.37149 0.66555 -0.3 0.2 0.0
H 3.58834 2.88523 1.25266 0.1 0.1 -0.2
H 1.24075 0.03870 3.54360 0.2 0.1 -0.2
H 3.08009 -1.36992 2.18290 -0.3 0.9 -0.3
C 1.69121 2.77220 -1.05423 -0.3 0.7 -1.3
C 2.48148 1.81352 -1.76183 -0.2 1.1 -1.0
C 1.61528 1.09357 -2.61613 -0.3 0.3 0.3
H 3.56277 1.73449 -1.73613 -0.2 0.0 0.1
C 0.27720 1.48497 -2.33337 0.4 1.0 -0.4
C 0.32479 2.56087 -1.40290 0.8 0.7 -1.4
H -0.52310 3.14197 -1.07651 0.1 -0.1 0.1
H 2.06293 3.56332 -0.41911 -0.1 -0.3 0.1
H 1.90774 0.45013 -3.44001 0.0 -0.3 0.5
H -0.60978 1.12388 -2.84208 0.2 0.0 0.2
O -1.11161 -0.70631 1.24030 -0.1 -0.3 -0.3
C -0.34023 -1.90803 0.97503 -1.0 0.4 0.2
C -1.11440 -3.04404 1.65504 -0.3 0.1 -0.1
H 0.66296 -1.80737 1.39486 0.0 0.3 0.2
H -0.26595 -2.01957 -0.12834 0.2 -0.1 1.1
C -2.36823 -2.36123 2.25381 -0.3 0.1 1.1
H -0.52732 -3.55742 2.43296 -0.3 0.2 -0.4
H -1.41682 -3.74916 0.88854 0.0 -0.4 0.0
C -2.55034 -1.01505 1.57508 2.5 0.7 -0.4
H -2.21806 -2.12284 3.33206 0.2 -0.2 -0.7
H -3.26384 -2.97622 2.25799 0.0 -0.2 -0.3
H -2.80425 -0.22648 2.30525 -0.2 -0.6 -0.6
H -3.11646 -0.85966 0.63785 0.0 -0.7 0.5
C -0.72051 2.25655 3.89045 -0.1 -0.1 0.0
C -1.44546 2.12777 2.54458 -0.3 0.9 0.0
C -2.21484 3.46432 2.31861 -0.5 0.0 0.4
C -0.58835 2.05616 1.28642 0.9 -0.4 -1.0
H -0.13975 3.19723 3.89174 -0.2 -0.4 0.2
H -0.04377 1.41123 4.05759 -0.2 0.3 0.1
H -1.45321 2.29293 4.72246 0.4 0.1 -0.4
H -2.15038 1.27507 2.59616 0.4 0.7 0.0
H -1.44916 4.26871 2.35432 -0.6 -0.3 0.0
H -2.65666 3.47533 1.30197 0.1 0.0 0.6
H -2.99499 3.68672 3.08006 0.3 -0.1 -0.3
H -1.26557 1.71889 0.47959 -0.4 0.5 -0.1
H -0.29247 3.10437 1.07519 -0.1 -0.4 -0.2
```
Positions in Å, forces in eV/Å.

HOMO (alpha / beta)	-6.3 / -6.3	eV
relative energy (zero: lowest compared OMol25 entry of this formula, charge and spin)	58.24	kcal per mole
2S+1	7
⟨S²⟩	12.7284
LUMO energy (alpha / beta)	0.26 / 0.26	eV
Kohn-Sham gap (alpha / beta)	6.6 / 6.6	eV
charge	0

The following is a DFT calculation (the ωB97M-V functional and the def2-TZVPD basis) of a structure of composition C23H38AgN5O3S2Si4Te.

Structure (XYZ):
```
77
Properties=species:S:1:pos:R:3:forces:R:3
Ag -1.25404 -0.27255 0.10098 -0.3 -0.4 -0.4
N -2.16210 3.75696 1.70416 -0.1 0.1 -0.1
C -2.06222 2.65192 0.92925 0.2 0.0 0.0
N -0.94679 2.03591 0.71096 -0.3 0.1 0.0
C 0.19680 2.42222 1.35500 -0.1 -0.2 -0.1
N 1.26805 1.69064 1.34775 0.2 0.1 0.1
N 1.04976 0.43888 0.83487 0.1 -0.1 0.0
C 2.06646 -0.19877 0.42495 0.1 0.1 0.1
C 1.93147 -1.58402 -0.05142 -0.1 -0.1 0.0
C 3.06022 -2.27551 -0.48167 0.1 0.0 0.0
C 2.92480 -3.57798 -0.92854 0.0 0.0 0.0
C 1.66527 -4.15115 -0.93131 0.0 0.0 0.0
C 0.59622 -3.38579 -0.48283 -0.1 0.1 0.0
N 0.71714 -2.13933 -0.05180 0.1 0.0 0.1
C 0.19081 3.69771 2.07858 0.0 0.0 0.0
C 1.33812 4.27578 2.61810 0.0 0.0 0.0
C 1.25811 5.44046 3.35542 0.0 0.0 0.0
C 0.01529 6.03842 3.57198 0.0 0.0 0.0
C -1.13106 5.48840 3.04132 0.0 0.0 0.0
C -1.04851 4.31891 2.27909 0.1 0.0 0.0
H -3.09082 4.02225 1.99487 0.0 -0.1 0.0
H -2.97417 2.30715 0.46237 0.0 0.0 0.0
H 3.06350 0.25139 0.41619 -0.1 0.0 0.0
H 4.02622 -1.78470 -0.47089 0.0 0.0 0.0
H 3.78721 -4.13389 -1.27665 0.0 0.0 0.0
H 1.50177 -5.16069 -1.28380 0.0 0.0 0.0
H -0.41169 -3.78340 -0.48737 -0.1 0.0 0.0
H 2.28129 3.77455 2.44664 0.0 0.0 0.0
H 2.15238 5.88524 3.77319 0.0 0.0 0.0
H -0.05256 6.94488 4.16121 0.0 0.0 0.0
H -2.09736 5.95072 3.20258 0.0 0.0 0.0
C -6.03150 -0.89451 -1.86004 0.0 0.1 0.0
Si -4.96369 0.22656 -2.92166 0.0 -0.1 0.0
C -6.06873 0.68691 -4.40021 0.0 0.0 0.0
C -4.52305 1.78746 -1.98395 0.0 0.0 0.0
Si -3.01528 -0.85882 -3.71637 -0.1 0.0 0.1
Te -0.85867 -0.10629 -2.75818 -0.1 0.0 0.0
Si -2.80362 -0.46625 -6.00768 0.1 0.0 -0.1
C -1.20167 -1.22201 -6.66245 0.0 0.0 0.0
C -4.17604 -1.15654 -7.11940 0.0 0.0 0.0
C -2.69593 1.38880 -6.33522 0.0 0.0 0.0
Si -3.26682 -3.14445 -3.29854 0.0 -0.1 0.2
C -4.74027 -3.92397 -4.20079 0.0 0.0 -0.1
C -1.73130 -4.09450 -3.85454 0.0 0.0 0.0
C -3.49857 -3.42084 -1.44914 0.1 0.0 -0.1
H -6.84297 -0.30606 -1.41935 0.0 0.0 0.0
H -5.45101 -1.29736 -1.02987 0.0 0.0 0.0
H -6.47701 -1.69669 -2.45447 0.0 -0.1 0.0
H -6.99872 1.13476 -4.03410 0.0 0.0 0.0
H -6.33329 -0.20818 -4.96903 0.0 0.0 0.0
H -5.59570 1.39633 -5.08342 0.0 0.0 0.0
H -5.34494 2.51032 -1.99315 0.0 0.0 0.0
H -3.62529 2.25624 -2.39341 0.0 0.0 0.0
H -4.33037 1.49313 -0.94854 0.0 0.0 0.0
H -1.25155 -2.31382 -6.65215 0.0 0.0 0.0
H -0.36545 -0.91631 -6.03054 0.0 0.0 0.0
H -1.00763 -0.89879 -7.69094 0.0 0.0 0.0
H -4.19676 -2.24843 -7.07162 0.0 0.0 0.0
H -3.99228 -0.87030 -8.16068 0.0 0.0 0.0
H -5.16128 -0.78590 -6.83501 0.0 0.0 0.0
H -1.91056 1.81495 -5.70650 0.0 0.0 0.0
H -3.63369 1.89361 -6.09126 0.0 0.0 0.0
H -2.45660 1.59577 -7.38335 0.0 0.0 0.0
H -4.67715 -3.75733 -5.27945 0.0 0.0 0.0
H -5.67610 -3.48802 -3.84596 0.0 0.0 0.0
H -4.78395 -5.00370 -4.02532 0.0 0.0 0.0
H -1.62764 -4.07991 -4.94297 0.0 0.0 0.0
H -1.77157 -5.13897 -3.52785 0.0 0.0 0.0
H -0.84289 -3.62435 -3.42434 0.0 0.0 0.0
H -4.55643 -3.51996 -1.19757 0.0 0.0 0.0
H -3.11412 -2.57694 -0.86868 0.0 0.0 0.0
H -2.99485 -4.33509 -1.12002 0.0 0.0 0.0
O -3.76871 -0.52096 0.30411 0.1 0.1 0.1
S -3.84633 -0.55750 1.79412 0.0 0.5 0.2
O -2.49816 -0.86781 2.31851 0.0 0.0 -0.1
O -4.87963 -1.46302 2.27562 0.0 -0.2 -0.1
S -4.35527 1.35148 2.43472 0.0 -0.2 0.0
```
Positions in Å, forces in eV/Å.

HOMO	-1.4	eV
relative energy (zero: lowest compared OMol25 entry of this formula, charge and spin)	0.00	kcal per mole
LUMO energy	4.10	eV
Kohn-Sham gap	5.5	eV
charge	-2

What maximum force values result from the calculations? In sequence: 2.3; 5.1; 0.6 eV Å⁻¹.